1.
A molecular structure, C24H23N8OPbS5Sb. Source: the Open Molecules 2025 dataset; level of theory: ωB97M-V/def2-TZVPD.

The geometry in ORCA input format:
```
! wB97M-V def2-TZVPD RIJCOSX def2/J DEFGRID3
* xyz 0 1
Pb 0.662 -0.454 0.233
S 2.956 0.990 5.099
Sb 2.067 0.974 3.062
S 0.084 -0.296 2.785
S 3.330 -0.729 1.646
S 1.944 2.672 1.579
N 1.128 -5.008 1.701
C 1.738 -3.903 1.260
N 0.833 -3.067 0.803
C -0.342 -3.726 1.006
N -0.205 -4.911 1.555
C -1.646 -3.117 0.706
C -2.839 -3.827 0.793
N -4.011 -3.248 0.570
C -3.996 -1.953 0.271
C -2.811 -1.239 0.168
N -1.641 -1.830 0.370
H 1.531 -5.821 2.136
H 2.800 -3.727 1.309
H -2.834 -4.877 1.060
H -4.951 -1.472 0.101
H -2.789 -0.182 -0.077
N -5.837 -2.794 -3.815
C -4.763 -2.458 -3.586
C -3.416 -2.040 -3.295
C -3.104 -0.689 -3.209
C -1.802 -0.338 -2.891
N -0.835 -1.228 -2.682
C -1.144 -2.519 -2.786
C -2.416 -2.982 -3.080
H -3.860 0.067 -3.374
H -1.521 0.701 -2.772
H -0.335 -3.222 -2.616
H -2.627 -4.040 -3.140
O -0.921 1.496 -0.404
S -0.816 3.005 -0.261
C -1.549 3.356 1.368
C -3.024 3.735 1.181
C -3.459 3.232 -0.195
C -2.302 3.595 -1.112
H -0.943 4.116 1.857
H -1.394 2.418 1.903
H -3.129 4.821 1.214
H -3.635 3.325 1.984
H -4.398 3.680 -0.523
H -3.586 2.147 -0.186
H -2.194 4.677 -1.219
H -2.317 3.141 -2.102
C 3.706 0.180 -1.484
C 4.267 0.872 -0.491
C 4.684 0.191 0.801
C 5.383 1.069 1.789
C 5.637 2.356 1.535
C 5.218 2.992 0.284
C 4.559 2.295 -0.641
C 6.334 3.162 2.501
N 6.887 3.835 3.250
H 3.517 -0.884 -1.399
H 3.433 0.662 -2.414
H 5.373 -0.619 0.544
H 5.679 0.619 2.728
H 5.425 4.045 0.153
H 4.217 2.776 -1.550
*
```

Computed properties:
M, g mol⁻¹: 928.80
HOMO, eV: -7.8
Frontier orbital gap, eV: 6.9003
Relative energy (zero: lowest compared OMol25 entry of this formula, charge and spin), kJ/mol: 31.8

=====

2.
A single C24H23NO5 molecule. Source: the Open Molecules 2025 dataset; level of theory: ωB97M-V/def2-TZVPD.

The geometry in ORCA input format:
```
! wB97M-V def2-TZVPD RIJCOSX def2/J DEFGRID3
* xyz 0 1
C 1.128 0.442 3.693
C 0.439 -0.863 3.310
C -1.099 -0.782 3.285
N -1.761 -0.186 2.148
C -1.632 1.233 1.941
C -0.562 1.656 0.948
C -0.415 2.951 0.632
C 0.436 3.506 -0.413
C 0.550 2.893 -1.657
C 1.337 3.425 -2.671
C 2.008 4.592 -2.398
C 1.887 5.227 -1.160
C 1.101 4.717 -0.162
O 2.641 6.373 -1.163
C 3.254 6.428 -2.432
O 2.839 5.323 -3.205
C 0.292 0.590 0.377
O 1.474 0.754 0.131
C -0.386 -0.712 0.167
C 0.234 -1.604 -0.626
C -0.191 -2.933 -1.020
C 0.796 -3.891 -1.261
C 0.494 -5.198 -1.622
C -0.837 -5.515 -1.761
C -1.834 -4.560 -1.555
C -1.545 -3.272 -1.183
O -3.060 -5.128 -1.786
C -2.804 -6.471 -2.138
O -1.411 -6.703 -2.120
C -1.689 -0.910 0.900
H 2.193 0.270 3.833
H 0.719 0.830 4.624
H 1.016 1.197 2.920
H 0.708 -1.625 4.046
H 0.807 -1.203 2.340
H -1.495 -1.800 3.361
H -1.435 -0.233 4.171
H -1.462 1.720 2.904
H -2.597 1.596 1.557
H -1.001 3.679 1.184
H 0.000 1.984 -1.847
H 1.420 2.946 -3.632
H 1.017 5.214 0.791
H 2.966 7.362 -2.941
H 4.350 6.404 -2.314
H 1.208 -1.301 -0.997
H 1.831 -3.610 -1.145
H 1.263 -5.932 -1.793
H -2.331 -2.547 -1.070
H -3.298 -7.142 -1.417
H -3.198 -6.670 -3.147
H -1.848 -1.971 1.101
H -2.518 -0.548 0.275
*
```

Computed properties:
M, g mol⁻¹: 405.45
HOMO, eV: -7.7
Frontier orbital gap, eV: 7.4249
Relative energy (zero: lowest compared OMol25 entry of this formula, charge and spin), kJ/mol: 329.8
SMILES: CCCN1C/C(=C/c2ccc3c(c2)OCO3)C(=O)/C(=C/c2ccc3c(c2)OCO3)C1

=====

3.
A single C24H23NO6 molecule. Source: the Open Molecules 2025 dataset; level of theory: ωB97M-V/def2-TZVPD.

The geometry in ORCA input format:
```
! wB97M-V def2-TZVPD RIJCOSX def2/J DEFGRID3
* xyz 0 1
C -0.298 -3.485 2.127
C -0.974 -2.401 1.351
C -0.546 -2.117 0.053
C -1.096 -1.082 -0.680
O -0.683 -0.693 -1.920
C 0.384 -1.363 -2.577
C -0.017 -2.722 -3.145
C 1.642 -1.456 -1.694
O 2.416 -2.385 -1.743
N 1.806 -0.378 -0.896
C 2.716 -0.395 0.227
C 1.936 -0.422 1.540
O 2.243 -1.061 2.506
O 0.863 0.377 1.502
C 3.634 0.810 0.250
C 5.010 0.636 0.296
C 5.850 1.735 0.316
C 5.322 3.015 0.289
C 3.950 3.193 0.245
C 3.107 2.095 0.229
C -2.141 -0.308 -0.121
C -2.814 0.777 -0.766
C -3.820 1.431 -0.134
C -4.249 1.104 1.203
O -5.124 1.643 1.834
O -3.561 0.071 1.799
C -2.573 -0.616 1.183
C -1.984 -1.645 1.912
C -4.431 2.498 -0.988
C -3.439 2.622 -2.157
C -2.599 1.331 -2.141
H -0.077 -4.338 1.490
H 0.648 -3.114 2.524
H -0.915 -3.810 2.960
H 0.246 -2.723 -0.356
H 0.632 -0.690 -3.409
H -0.486 -3.339 -2.383
H 0.876 -3.227 -3.503
H -0.717 -2.593 -3.965
H 1.096 0.339 -0.887
H 3.305 -1.315 0.152
H 0.387 0.352 2.348
H 5.422 -0.361 0.315
H 6.919 1.592 0.351
H 5.978 3.872 0.304
H 3.533 4.189 0.228
H 2.037 2.242 0.210
H -2.340 -1.837 2.912
H -5.419 2.176 -1.324
H -4.562 3.429 -0.438
H -2.788 3.482 -1.995
H -3.947 2.763 -3.108
H -2.951 0.607 -2.878
H -1.547 1.519 -2.348
*
```

Computed properties:
M, g mol⁻¹: 421.45
HOMO, eV: -8.5
Frontier orbital gap, eV: 8.6744
Relative energy (zero: lowest compared OMol25 entry of this formula, charge and spin), kJ/mol: 0.0
SMILES: Cc1cc(O[C@H](C)C(=O)N[C@H](C(=O)O)c2ccccc2)c2c3c(c(=O)oc2c1)CCC3

=====

4.
A single C24H23NOS2 molecule. Source: the Open Molecules 2025 dataset; level of theory: ωB97M-V/def2-TZVPD.

The geometry in ORCA input format:
```
! wB97M-V def2-TZVPD RIJCOSX def2/J DEFGRID3
* xyz 0 1
S -3.292 -1.666 0.944
C -2.438 -1.938 -0.441
S -1.712 -0.767 -1.520
C -1.831 1.188 -0.423
C -2.244 2.569 -0.734
C -1.367 3.687 -0.688
C -1.846 4.992 -0.879
C -3.185 5.240 -1.198
C -4.050 4.136 -1.262
C -3.599 2.836 -1.044
C -0.674 0.972 0.428
C -0.231 1.946 1.382
C 0.860 1.756 2.219
C 1.598 0.580 2.138
O 2.801 0.434 2.831
C 3.995 0.571 2.107
C 4.672 -0.548 1.599
C 5.812 -0.335 0.815
C 6.267 0.964 0.560
C 5.597 2.054 1.119
C 4.488 1.863 1.929
C 1.144 -0.425 1.296
C 0.103 -0.197 0.422
N -2.256 -3.227 -0.894
C -1.612 -3.488 -2.166
C -1.310 -4.985 -2.171
C -1.802 -5.554 -0.821
C -2.420 -4.385 -0.034
H -2.744 0.506 -0.466
H -0.300 3.556 -0.504
H -1.151 5.833 -0.780
H -3.550 6.258 -1.347
H -5.100 4.303 -1.500
H -4.298 1.995 -1.123
H -0.771 2.868 1.483
H 1.130 2.528 2.945
H 4.265 -1.535 1.766
H 6.330 -1.196 0.407
H 7.156 1.114 -0.062
H 5.951 3.067 0.925
H 3.948 2.699 2.375
H 1.667 -1.382 1.314
H -0.139 -1.039 -0.247
H -0.691 -2.910 -2.322
H -2.297 -3.199 -2.972
H -0.230 -5.103 -2.273
H -1.783 -5.467 -3.031
H -2.501 -6.385 -0.967
H -0.936 -5.953 -0.272
H -3.478 -4.556 0.190
H -1.947 -4.275 0.949
*
```

Computed properties:
M, g mol⁻¹: 405.59
HOMO, eV: -8.0
Frontier orbital gap, eV: 7.1723
Relative energy (zero: lowest compared OMol25 entry of this formula, charge and spin), kJ/mol: 153.6
SMILES: S=C(S[C@H](c1ccccc1)c1ccc(Oc2ccccc2)cc1)N1CCCC1

=====

5.
A molecular structure, C24H24Br2N3O2P2RbSe. Source: the Open Molecules 2025 dataset; level of theory: ωB97M-V/def2-TZVPD.

The geometry in ORCA input format:
```
! wB97M-V def2-TZVPD RIJCOSX def2/J DEFGRID3
* xyz 0 1
Rb 0.769 -0.612 0.503
C -1.198 1.427 3.694
P -0.491 1.881 2.053
C 0.281 3.497 2.501
C -1.952 2.529 1.147
C -3.105 2.972 1.793
C -4.175 3.470 1.070
C -4.108 3.534 -0.315
C -2.969 3.097 -0.969
C -1.885 2.591 -0.255
P -0.347 2.024 -1.094
C -1.014 1.216 -2.610
C 0.195 3.631 -1.824
H -1.637 2.272 4.226
H -0.383 1.022 4.296
H -1.943 0.642 3.560
H -0.451 4.160 2.965
H 0.679 3.972 1.604
H 1.104 3.317 3.194
H -3.176 2.927 2.872
H -5.067 3.806 1.583
H -4.946 3.916 -0.882
H -2.930 3.149 -2.050
H -1.561 1.909 -3.251
H -1.660 0.384 -2.330
H -0.171 0.808 -3.170
H -0.615 4.108 -2.378
H 1.035 3.447 -2.497
H 0.525 4.302 -1.031
Br -1.490 -4.133 -2.758
C -1.607 -4.362 -0.878
C -2.266 -5.470 -0.365
C -2.364 -5.641 0.993
Br -3.280 -7.184 1.643
C -1.807 -4.709 1.889
C -1.878 -4.816 3.295
C -1.308 -3.854 4.082
C -0.658 -2.777 3.463
N -0.568 -2.639 2.160
C -1.127 -3.574 1.357
C -1.000 -3.363 -0.085
O -0.397 -2.363 -0.567
H -2.705 -6.198 -1.034
H -2.387 -5.661 3.738
H -1.354 -3.920 5.161
H -0.192 -1.998 4.061
O 3.356 -0.040 0.837
N 3.992 -0.141 -0.171
Se 3.167 0.407 -1.727
C 4.661 -0.011 -2.860
C 5.353 1.021 -3.474
C 6.375 0.682 -4.350
N 6.715 -0.573 -4.622
C 6.050 -1.550 -4.016
C 5.005 -1.326 -3.129
H 5.115 2.055 -3.267
H 6.950 1.450 -4.857
H 6.359 -2.559 -4.263
H 4.484 -2.150 -2.661
*
```

Computed properties:
M, g mol⁻¹: 772.66
HOMO, eV: -6.5
Frontier orbital gap, eV: 5.3618
Relative energy (zero: lowest compared OMol25 entry of this formula, charge and spin), kJ/mol: 52.0

=====

6.
A molecular structure, C24H24Cl2N4O3SW. Source: the Open Molecules 2025 dataset; level of theory: ωB97M-V/def2-TZVPD.

The geometry in ORCA input format:
```
! wB97M-V def2-TZVPD RIJCOSX def2/J DEFGRID3
* xyz 2 1
W 0.079 -0.234 0.468
Cl 4.749 -3.475 -3.422
C 3.963 -2.271 -2.486
C 2.773 -2.596 -1.859
C 2.129 -1.623 -1.123
N 0.946 -1.796 -0.352
C 0.515 -3.042 0.129
O 0.438 -4.072 -0.468
C 0.147 -2.894 1.589
C -0.127 -3.971 2.387
C -0.271 -3.753 3.755
C -0.144 -2.467 4.257
C 0.082 -1.425 3.384
N 0.225 -1.631 2.066
C 2.665 -0.357 -0.964
C 3.856 -0.028 -1.591
C 4.496 -0.989 -2.358
Cl 5.968 -0.563 -3.130
N 1.894 0.441 -0.062
C 2.317 1.687 0.400
O 3.306 2.278 0.075
C 1.364 2.268 1.408
C 1.638 3.452 2.049
C 0.706 3.956 2.947
C -0.467 3.247 3.175
C -0.654 2.049 2.523
N 0.245 1.558 1.646
H 2.354 -3.585 -1.973
H -0.186 -4.954 1.937
H -0.463 -4.584 4.424
H -0.228 -2.266 5.316
H 0.165 -0.404 3.728
H 4.300 0.950 -1.487
H 2.569 3.955 1.820
H 0.892 4.889 3.466
H -1.221 3.606 3.864
H -1.535 1.448 2.704
C -0.518 2.176 -3.834
C -1.961 2.606 -3.581
C -2.756 1.690 -2.654
S -2.190 1.752 -0.959
O -0.856 0.937 -0.976
C -3.399 0.683 -0.130
C -2.772 -0.600 0.402
C -2.580 -1.676 -0.673
H -0.074 2.813 -4.598
H -0.468 1.144 -4.190
H 0.104 2.256 -2.939
H -2.515 2.616 -4.522
H -1.999 3.627 -3.195
H -2.714 0.636 -2.945
H -3.800 2.009 -2.577
H -4.177 0.436 -0.854
H -3.838 1.294 0.657
H -3.420 -1.007 1.176
H -1.866 -0.324 1.001
H -3.548 -1.870 -1.143
H -2.248 -2.617 -0.243
H -1.893 -1.387 -1.464
*
```

Computed properties:
M, g mol⁻¹: 703.29
HOMO (alpha / beta), eV: -13.3 / -13.3
Frontier orbital gap (alpha / beta), eV: 5.9292 / 5.7975
Relative energy (zero: lowest compared OMol25 entry of this formula, charge and spin), kJ/mol: 42.8

=====

7.
A molecular structure, C24H24Cl2NO3SZn. Source: the Open Molecules 2025 dataset; level of theory: ωB97M-V/def2-TZVPD.

The geometry in ORCA input format:
```
! wB97M-V def2-TZVPD RIJCOSX def2/J DEFGRID3
* xyz 1 1
Zn -0.169 0.470 0.406
Cl 1.410 1.027 -1.643
C 0.800 2.679 -1.567
C 0.697 3.355 -2.767
C 0.211 4.653 -2.761
C -0.167 5.239 -1.564
C -0.059 4.531 -0.376
Cl -0.564 5.311 1.083
C 0.438 3.220 -0.327
S 0.627 2.373 1.211
H 1.001 2.875 -3.686
H 0.134 5.207 -3.686
H -0.549 6.250 -1.537
C -2.826 2.329 -2.254
C -3.706 2.472 -1.013
C -2.812 1.928 0.088
O -1.936 0.957 -0.571
C -2.157 0.994 -2.007
H -2.075 3.122 -2.289
H -3.390 2.341 -3.184
H -4.608 1.867 -1.113
H -4.002 3.500 -0.816
H -3.351 1.404 0.876
H -2.182 2.698 0.531
H -2.802 0.153 -2.272
H -1.193 0.886 -2.501
C 3.525 -2.454 0.240
O 2.477 -2.691 1.173
C 2.210 -1.731 2.081
C 2.897 -0.528 2.195
C 2.549 0.380 3.186
C 1.519 0.109 4.073
C 0.829 -1.087 3.961
C 1.159 -1.992 2.967
N 0.467 -3.237 2.929
C 0.005 -3.970 1.942
C -0.179 -3.721 0.568
C -0.333 -4.871 -0.251
C -0.438 -4.769 -1.608
C -0.425 -3.490 -2.191
C -0.336 -2.353 -1.429
C -0.239 -2.424 -0.023
O -0.261 -1.380 0.740
H 3.558 -3.333 -0.397
H 4.483 -2.333 0.749
H 3.315 -1.570 -0.365
H 3.705 -0.294 1.518
H 3.091 1.313 3.256
H 1.256 0.819 4.844
H 0.015 -1.319 4.638
H 0.400 -3.676 3.838
H -0.278 -4.966 2.270
H -0.336 -5.845 0.222
H -0.533 -5.651 -2.224
H -0.509 -3.398 -3.267
H -0.362 -1.375 -1.895
*
```

Computed properties:
M, g mol⁻¹: 542.82
HOMO, eV: -10.9
Frontier orbital gap, eV: 7.3774
Relative energy (zero: lowest compared OMol25 entry of this formula, charge and spin), kJ/mol: 0.0

=====

8.
A molecular structure, C24H24Cl5N4O5SeTi. Source: the Open Molecules 2025 dataset; level of theory: ωB97M-V/def2-TZVPD.

The geometry in ORCA input format:
```
! wB97M-V def2-TZVPD RIJCOSX def2/J DEFGRID3
* xyz 0 2
Ti -1.341 0.465 0.158
C 1.455 -1.670 3.012
C 1.976 -0.737 1.946
C 2.372 -1.241 0.702
C 2.424 -2.727 0.455
C 2.746 -0.361 -0.313
C 3.075 -0.888 -1.686
C 2.813 1.018 -0.069
C 3.324 1.898 -1.185
C 2.469 1.521 1.190
C 2.459 2.994 1.505
C 2.064 0.634 2.200
C 1.735 1.168 3.572
H 2.251 -2.030 3.671
H 0.973 -2.544 2.578
H 0.714 -1.178 3.638
H 1.545 -3.096 -0.079
H 2.504 -3.288 1.383
H 3.292 -2.990 -0.150
H 4.154 -1.004 -1.834
H 2.720 -0.213 -2.464
H 2.610 -1.853 -1.868
H 2.655 1.902 -2.049
H 4.288 1.534 -1.546
H 3.473 2.930 -0.880
H 3.254 3.266 2.205
H 1.511 3.271 1.970
H 2.582 3.623 0.628
H 0.691 1.478 3.639
H 2.347 2.034 3.817
H 1.916 0.423 4.345
N -4.141 1.038 -2.883
C -4.835 -0.093 -2.506
C -4.049 -0.735 -1.601
N -2.884 -0.036 -1.427
C -2.981 1.040 -2.189
C -1.922 2.044 -2.162
N -0.870 1.851 -1.380
C -0.070 2.955 -1.508
C -0.629 3.803 -2.407
N -1.803 3.209 -2.833
H -4.484 1.754 -3.498
H -5.803 -0.324 -2.909
H -4.235 -1.660 -1.083
H 0.828 3.058 -0.926
H -0.318 4.762 -2.778
H -2.501 3.651 -3.406
Cl -3.089 -6.309 0.210
C -2.303 -4.792 0.026
C -2.360 -3.845 1.048
Cl -3.214 -4.181 2.498
C -1.726 -2.621 0.885
Cl -1.892 -1.372 2.081
C -0.999 -2.299 -0.274
O -0.403 -1.140 -0.405
C -0.983 -3.260 -1.299
Cl -0.155 -2.853 -2.749
C -1.621 -4.485 -1.151
Cl -1.570 -5.631 -2.431
O -2.968 1.397 0.910
Se -2.046 2.549 1.793
O -2.453 2.627 3.334
O -0.607 1.655 1.601
O -1.966 3.907 0.931
*
```

Computed properties:
M, g mol⁻¹: 752.57
HOMO (alpha / beta), eV: -7.9 / -7.9
Frontier orbital gap (alpha / beta), eV: 7.3395 / 7.3399
Relative energy (zero: lowest compared OMol25 entry of this formula, charge and spin), kJ/mol: 40.9

=====

Which of these has the highest relative energy (zero: lowest compared OMol25 entry of this formula, charge and spin)?
C24H23NO5

=====

Copy entry 2 word for word.
A single C24H23NO5 molecule. Source: the Open Molecules 2025 dataset; level of theory: ωB97M-V/def2-TZVPD.

The geometry in ORCA input format:
```
! wB97M-V def2-TZVPD RIJCOSX def2/J DEFGRID3
* xyz 0 1
C 1.128 0.442 3.693
C 0.439 -0.863 3.310
C -1.099 -0.782 3.285
N -1.761 -0.186 2.148
C -1.632 1.233 1.941
C -0.562 1.656 0.948
C -0.415 2.951 0.632
C 0.436 3.506 -0.413
C 0.550 2.893 -1.657
C 1.337 3.425 -2.671
C 2.008 4.592 -2.398
C 1.887 5.227 -1.160
C 1.101 4.717 -0.162
O 2.641 6.373 -1.163
C 3.254 6.428 -2.432
O 2.839 5.323 -3.205
C 0.292 0.590 0.377
O 1.474 0.754 0.131
C -0.386 -0.712 0.167
C 0.234 -1.604 -0.626
C -0.191 -2.933 -1.020
C 0.796 -3.891 -1.261
C 0.494 -5.198 -1.622
C -0.837 -5.515 -1.761
C -1.834 -4.560 -1.555
C -1.545 -3.272 -1.183
O -3.060 -5.128 -1.786
C -2.804 -6.471 -2.138
O -1.411 -6.703 -2.120
C -1.689 -0.910 0.900
H 2.193 0.270 3.833
H 0.719 0.830 4.624
H 1.016 1.197 2.920
H 0.708 -1.625 4.046
H 0.807 -1.203 2.340
H -1.495 -1.800 3.361
H -1.435 -0.233 4.171
H -1.462 1.720 2.904
H -2.597 1.596 1.557
H -1.001 3.679 1.184
H 0.000 1.984 -1.847
H 1.420 2.946 -3.632
H 1.017 5.214 0.791
H 2.966 7.362 -2.941
H 4.350 6.404 -2.314
H 1.208 -1.301 -0.997
H 1.831 -3.610 -1.145
H 1.263 -5.932 -1.793
H -2.331 -2.547 -1.070
H -3.298 -7.142 -1.417
H -3.198 -6.670 -3.147
H -1.848 -1.971 1.101
H -2.518 -0.548 0.275
*
```

Computed properties:
M, g mol⁻¹: 405.45
HOMO, eV: -7.7
Frontier orbital gap, eV: 7.4249
Relative energy (zero: lowest compared OMol25 entry of this formula, charge and spin), kJ/mol: 329.8
SMILES: CCCN1C/C(=C/c2ccc3c(c2)OCO3)C(=O)/C(=C/c2ccc3c(c2)OCO3)C1

=====

Which of these has the highest M?
C24H23N8OPbS5Sb